[1]
C2H8N2 | the ωB97M-V functional and the def2-TZVPD basis

## Properties
Relative energy (zero: lowest compared OMol25 entry of this formula, charge and spin): 0.422 eV
HOMO energy: -8.91 eV
E_tot: -5183.3163 eV
Max |F|: 0.037 Eh/bohr
Frontier orbital gap: 0.3726 Ha
Structure (SMILES): CNCN

```
! RIJCOSX wB97M-V def2-TZVPD def2/J DEFGRID3
* xyz 0 1
C 0.5631 1.5020 -0.9120
N 0.5809 0.3714 0.0264
C -0.6267 -0.3767 0.0491
N -0.5327 -1.5789 0.8987
H 1.5946 1.7261 -1.1905
H 0.0918 1.2281 -1.8658
H 0.1227 2.3756 -0.4440
H 1.3766 -0.1997 -0.2330
H -0.9692 -0.7098 -0.9580
H -1.4788 0.2155 0.3927
H 0.4279 -1.6639 1.2261
H -1.0990 -1.4834 1.7192
*
```


[2]
C4H8O | the ωB97M-V functional and the def2-TZVPD basis

## Properties
Relative energy (zero: lowest compared OMol25 entry of this formula, charge and spin): 2.294 eV
HOMO energy: -9.63 eV
E_tot: -6322.8734 eV
Max |F|: 0.063 Eh/bohr
Frontier orbital gap: 0.3959 Ha
Structure (SMILES): C=CCOC

```
! RIJCOSX wB97M-V def2-TZVPD def2/J DEFGRID3
* xyz 0 1
C 0.7480 -1.3503 -1.2711
C -0.2492 -0.7331 -0.6222
C -0.2546 -0.5852 0.8593
O -0.8519 0.6029 1.1775
C -0.2193 1.6837 0.4194
H 0.7732 -1.6228 -2.2806
H 1.6429 -1.7944 -0.6420
H -1.1824 -0.2325 -1.1361
H -0.8455 -1.4926 1.2721
H 0.7231 -0.6658 1.3661
H -0.3858 1.6814 -0.6797
H -0.7816 2.6234 0.7819
H 0.8831 1.8853 0.7555
*
```


[3]
C14H17NO5S | the ωB97M-V functional and the def2-TZVPD basis

## Properties
Relative energy (zero: lowest compared OMol25 entry of this formula, charge and spin): 0.000 eV
HOMO energy: -8.86 eV
E_tot: -37358.4176 eV
Max |F|: 0.013 Eh/bohr
Frontier orbital gap: 0.3383 Ha
Structure (SMILES): CCOC(=O)c1ccc(NC(=O)CSCCC(=O)O)cc1

```
! RIJCOSX wB97M-V def2-TZVPD def2/J DEFGRID3
* xyz 0 1
C 6.3238 0.3620 0.5702
C 5.4718 -0.7395 -0.0442
O 4.0852 -0.5376 0.2237
C 3.4293 0.3061 -0.5893
O 3.9422 0.8580 -1.5327
C 2.0085 0.4654 -0.2055
C 1.4719 -0.1552 0.9215
C 0.1439 0.0248 1.2412
C -0.6778 0.8237 0.4413
N -2.0180 0.9362 0.8136
C -3.0306 1.5806 0.1617
O -2.8938 2.2306 -0.8479
C -4.3824 1.3908 0.8245
S -5.5105 0.4373 -0.2509
C -4.7378 -1.2132 -0.2116
C -3.5424 -1.3589 -1.1504
C -2.2958 -1.7936 -0.4194
O -2.2063 -1.9560 0.7709
O -1.2725 -1.9698 -1.2518
C -0.1424 1.4499 -0.6830
C 1.1889 1.2683 -0.9959
H 6.1400 0.4284 1.6401
H 7.3750 0.1463 0.4021
H 6.0818 1.3167 0.1098
H 5.6225 -0.7723 -1.1284
H 5.7070 -1.7115 0.3950
H 2.1019 -0.7742 1.5405
H -0.2749 -0.4655 2.1084
H -2.2620 0.3782 1.6220
H -4.8699 2.3603 0.9233
H -4.3270 0.8968 1.7941
H -4.4384 -1.4206 0.8170
H -5.5420 -1.8939 -0.4837
H -3.3142 -0.4130 -1.6493
H -3.7360 -2.0839 -1.9422
H -0.4664 -2.2178 -0.7711
H -0.7698 2.0699 -1.3004
H 1.6175 1.7462 -1.8633
*
```


[4]
C7H22ClFeI2N2P2S | the ωB97M-V functional and the def2-TZVPD basis

## Properties
HOMO energy (alpha / beta): -15.54 / -15.70 eV
E_tot: -103106.2616 eV
Max |F|: 0.035 Eh/bohr
Frontier orbital gap (alpha / beta): 0.2069 / 0.2382 Ha

```
! RIJCOSX wB97M-V def2-TZVPD def2/J DEFGRID3
* xyz 2 6
I 0.0301 -1.7055 -3.0216
I -0.0107 2.7744 -0.9636
Fe -0.0137 0.2084 -1.1231
P -2.3559 0.1857 -0.7393
C -3.1538 1.4795 0.2558
C -3.0485 0.3652 -2.4080
H -4.0608 -0.0572 -2.4277
H -4.2157 -1.2501 -0.1448
H -2.3972 -0.1787 -3.1038
H -2.7618 -2.1941 -0.6339
H -2.8778 2.4679 -0.1307
H -3.0631 1.4309 -2.6643
C -3.1188 -1.3239 -0.0728
H -4.2471 1.3428 0.2226
H -2.8345 -1.4432 0.9806
H -2.8058 1.4052 1.2945
P 2.3446 0.2117 -0.7149
C 3.1237 1.5086 0.3045
C 3.1254 -1.2891 -0.0595
H 2.4142 -0.1136 -3.0834
H 4.0707 0.0030 -2.3960
H 3.0740 1.4924 -2.6147
C 3.0548 0.4224 -2.3714
H 2.7867 -2.1622 -0.6327
H 4.2249 -1.2098 -0.1194
H 4.2142 1.3874 0.2857
H 2.7645 1.4192 1.3344
H 2.8387 -1.4290 0.9927
H 2.8417 2.4928 -0.0774
Cl 0.0088 -2.2527 -0.3290
N 0.0043 -1.5789 2.5375
C 0.0024 -0.2634 2.6783
N 0.0092 0.2516 3.9109
S -0.0163 0.8597 1.3483
H 0.0161 -2.1828 3.3502
H 0.0029 -1.9793 1.5749
H 0.0058 1.2561 4.0409
H 0.0235 -0.3516 4.7200
*
```


[5]
C28H41N7O | the ωB97M-V functional and the def2-TZVPD basis

## Properties
HOMO energy: -8.06 eV
E_tot: -42176.3100 eV
Max |F|: 0.071 Eh/bohr
Frontier orbital gap: 0.3148 Ha
Structure (SMILES): CCCCN[C@H]1CCC(=O)N1.c1cc[nH]c1.c1cc[nH]c1.c1cc[nH]c1.c1cc[nH]c1.c1cc[nH]c1

```
! RIJCOSX wB97M-V def2-TZVPD def2/J DEFGRID3
* xyz 0 1
C -5.2895 -4.9333 -1.3896
C -4.2656 -3.7171 -1.2016
C -3.6258 -3.2210 -2.5990
C -2.1396 -2.6552 -2.4634
N -1.9604 -1.5723 -1.4643
C -2.0780 -0.2194 -2.0406
C -3.1287 0.0195 -3.2395
C -3.3406 1.6261 -3.2007
C -3.4794 1.7689 -1.5935
O -4.2906 2.4410 -0.9282
N -2.3756 0.9357 -1.1521
H -6.2613 -4.7763 -0.8306
H -5.5450 -4.9759 -2.5092
H -4.7439 -5.8917 -1.1248
H -3.3644 -4.0098 -0.5491
H -4.7528 -2.7841 -0.7446
H -3.5619 -4.1324 -3.2999
H -4.3573 -2.5053 -3.1098
H -1.4698 -3.5323 -2.1428
H -1.7769 -2.3613 -3.5117
H -2.5329 -1.7014 -0.6243
H -1.0970 0.1118 -2.5347
H -4.1049 -0.3438 -2.7496
H -2.8488 -0.4522 -4.2329
H -2.3299 2.1089 -3.3908
H -4.2209 1.9706 -3.8280
H -2.2418 0.8086 -0.1442
C -7.1226 -0.5537 -3.8748
C -8.0625 -1.5990 -4.0550
C -8.7169 -1.7704 -2.8602
N -8.2034 -0.8704 -1.9646
C -7.2346 -0.1211 -2.5760
H -6.4404 -0.1606 -4.6139
H -8.2407 -2.1626 -4.9585
H -9.5003 -2.4536 -2.5703
H -8.4937 -0.7741 -1.0060
H -6.7091 0.6522 -2.0354
C 1.3498 1.3166 -0.4677
C 2.6239 1.9332 -0.5488
C 2.4258 3.2908 -0.4935
N 1.0798 3.5168 -0.3868
C 0.4167 2.3189 -0.3651
H 1.1392 0.2572 -0.4815
H 3.5797 1.4382 -0.6369
H 3.1238 4.1133 -0.5220
H 0.6455 4.4223 -0.3319
H -0.6561 2.2836 -0.2802
C 2.2920 6.8893 2.9156
C 3.4405 6.8533 2.0854
C 3.0100 6.9594 0.7866
N 1.6433 7.0538 0.8010
C 1.1981 7.0172 2.0959
H 2.2688 6.8297 3.9932
H 4.4680 6.7607 2.4036
H 3.5555 6.9750 -0.1445
H 1.0578 7.1381 -0.0130
H 0.1449 7.0836 2.3208
C 6.3047 -1.4194 1.4080
C 5.0964 -0.7502 1.0912
C 4.9371 0.2620 2.0057
N 6.0012 0.2260 2.8654
C 6.8431 -0.7927 2.5053
H 6.7333 -2.2645 0.8904
H 4.4189 -0.9828 0.2835
H 4.1593 1.0019 2.1189
H 6.1434 0.8513 3.6411
H 7.7490 -0.9832 3.0602
C 8.1779 -4.4526 5.8389
C 6.9157 -4.3018 6.4641
C 6.1753 -3.4431 5.6885
N 6.9452 -3.0668 4.6216
C 8.1654 -3.6814 4.7022
H 9.0033 -5.0586 6.1813
H 6.5851 -4.7698 7.3793
H 5.1702 -3.0678 5.8046
H 6.6575 -2.4339 3.8872
H 8.9185 -3.5165 3.9467
*
```


[6]
C21H21BrN5NiOS | the ωB97M-V functional and the def2-TZVPD basis

## Properties
Relative energy (zero: lowest compared OMol25 entry of this formula, charge and spin): 0.260 eV
HOMO energy (alpha / beta): -11.14 / -11.13 eV
E_tot: -153530.0299 eV
Max |F|: 0.009 Eh/bohr
Frontier orbital gap (alpha / beta): 0.3126 / 0.3163 Ha

```
! RIJCOSX wB97M-V def2-TZVPD def2/J DEFGRID3
* xyz 1 1
Ni 0.2396 -1.0994 -0.7982
Br 6.4924 0.9347 -1.2380
C 4.6866 0.3750 -1.1803
C 4.3899 -0.9507 -0.9175
C 3.0592 -1.3562 -0.8830
C 2.0134 -0.4494 -1.0870
C 2.3487 0.8812 -1.3406
C 3.6746 1.2943 -1.3995
H 5.1859 -1.6638 -0.7479
H 2.8506 -2.4048 -0.6887
H 1.5744 1.6223 -1.5019
H 3.9167 2.3274 -1.6093
N -5.8968 7.2199 0.9468
C -5.1254 6.3703 0.9436
C -4.1608 5.3046 0.9394
C -3.8126 4.6778 2.1332
C -2.8918 3.6474 2.1286
C -2.3079 3.2536 0.9320
C -2.6418 3.8820 -0.2602
C -3.5755 4.9019 -0.2572
N -1.3537 2.1899 0.9285
C -0.4137 1.9277 1.9009
C 0.2722 0.8322 1.4854
N -0.2365 0.4152 0.2812
C -1.2109 1.2482 -0.0274
H -4.2751 4.9919 3.0581
H -2.6489 3.1363 3.0477
H -2.1545 3.5983 -1.1821
H -3.8426 5.4000 -1.1782
H -0.2911 2.5597 2.7583
H 1.1064 0.3375 1.9458
H -1.8380 1.1918 -0.9000
N 1.1150 -2.4029 -3.2407
C 1.0040 -3.5049 -3.9931
C 0.1073 -4.3388 -3.3651
C -0.2805 -3.6494 -2.2147
N 0.3443 -2.4728 -2.1426
H 1.7231 -1.6081 -3.3584
H 1.5555 -3.6147 -4.9100
H -0.2287 -5.3030 -3.6986
H -0.9841 -3.9261 -1.4496
C -0.7118 -4.5309 2.3816
S 0.2697 -3.6188 1.1929
C 1.4085 -2.8576 2.3520
O -0.6369 -2.5101 0.7110
H -0.0806 -5.2834 2.8506
H -1.5201 -5.0145 1.8377
H -1.1138 -3.8354 3.1165
H 1.9751 -3.6350 2.8623
H 0.8366 -2.2608 3.0612
H 2.0851 -2.2296 1.7741
*
```


[7]
C21H27BrF14NO4S2 | the ωB97M-V functional and the def2-TZVPD basis

## Properties
HOMO energy: -10.12 eV
E_tot: -161642.8882 eV
Max |F|: 0.010 Eh/bohr
Frontier orbital gap: 0.2202 Ha

```
! RIJCOSX wB97M-V def2-TZVPD def2/J DEFGRID3
* xyz 1 1
C 3.5359 -4.7553 2.4760
C 2.1810 -5.3462 2.8958
C 1.0967 -4.2924 3.0551
F 1.5893 -3.2641 3.8528
C 0.5850 -3.6640 1.7697
C 1.0374 -4.0978 0.5264
C 0.5391 -3.5258 -0.6173
N -0.3674 -2.5367 -0.5755
C -0.8136 -2.0544 -1.9170
O 0.0373 -1.0487 -2.3690
O 0.8264 -1.5273 -3.4543
C -0.8312 -2.0416 0.6078
C -1.8159 -0.9062 0.6471
C -1.3068 0.3464 1.4012
C -1.1049 1.5067 0.4443
F -2.3127 2.0361 0.1052
F -0.5156 1.0881 -0.7048
C -0.2240 2.6249 1.0564
F -0.5838 2.7843 2.3507
F 1.0552 2.1946 1.0336
C -0.3553 4.0044 0.3416
F -0.4598 3.8428 -0.9920
F -1.4991 4.5590 0.7925
C 0.8004 5.0106 0.6464
F 0.3030 6.2443 0.4525
F 1.1394 4.8937 1.9471
C 2.0782 4.8565 -0.2631
F 2.0165 5.7757 -1.2427
F 2.1289 3.6329 -0.8248
C 3.4130 5.0759 0.5019
F 3.4112 6.2659 1.1105
F 4.4164 5.0359 -0.3843
F 3.6047 4.1064 1.4085
C -0.3691 -2.6371 1.7798
Br -1.1723 -2.1420 3.4092
H 3.4468 -3.7306 2.1102
H 4.0171 -5.3437 1.6939
H 4.2227 -4.7240 3.3200
H 2.2648 -5.8375 3.8650
H 1.8287 -6.1041 2.1935
H 0.2379 -4.7267 3.5786
H 1.7665 -4.8874 0.4198
H 0.8254 -3.8819 -1.6018
H -0.7890 -2.9125 -2.5917
H -1.8309 -1.6856 -1.8567
H 1.5881 -1.9454 -3.0247
H -2.7249 -1.2832 1.1217
H -2.0989 -0.5948 -0.3501
H -0.3760 0.1634 1.9388
H -2.0430 0.6510 2.1431
C -5.0734 8.5406 1.5694
S -5.3673 7.2719 0.3314
O -6.5144 6.4595 0.8101
C -3.8878 6.3149 0.6852
H -5.9217 9.2210 1.5473
H -4.9965 8.0763 2.5523
H -4.1608 9.0838 1.3241
H -3.9019 6.0097 1.7318
H -2.9994 6.9081 0.4687
H -3.9063 5.4372 0.0434
C 0.6012 -5.9138 -5.5957
S 0.7429 -6.1789 -3.8315
O 0.1463 -4.9662 -3.1785
C 2.5247 -5.9907 -3.7360
H -0.4559 -5.9483 -5.8493
H 1.0149 -4.9390 -5.8520
H 1.1295 -6.7100 -6.1192
H 2.8105 -5.0140 -4.1272
H 3.0001 -6.7850 -4.3101
H 2.8163 -6.0794 -2.6910
*
```


[8]
C4H9N3 | the ωB97M-V functional and the def2-TZVPD basis

## Properties
Relative energy (zero: lowest compared OMol25 entry of this formula, charge and spin): 7.666 eV
HOMO energy (alpha / beta): -19.98 / -21.02 eV
E_tot: -8738.0849 eV
Max |F|: 0.049 Eh/bohr
Frontier orbital gap (alpha / beta): 0.3125 / 0.3019 Ha

```
! RIJCOSX wB97M-V def2-TZVPD def2/J DEFGRID3
* xyz 2 1
C -0.4558 -1.0896 -1.0770
C -0.1810 0.0937 0.7463
C -2.5210 0.2304 -0.5099
C 2.4698 0.5466 -0.1688
N 0.6682 -1.5384 -0.6424
N -1.1491 -0.2376 -0.3762
N 0.9810 -0.7712 0.4508
H 0.2157 1.1875 0.8879
H -0.6195 -0.1873 1.7023
H -3.0094 -0.2952 -1.4233
H -2.9807 0.1443 0.4996
H -2.7506 1.3319 -0.6687
H 3.1987 -0.1366 -0.6456
H 1.9369 1.3421 -0.7798
H 2.7564 0.7562 0.8558
H 1.4404 -1.3768 1.1491
*
```